1.
{"formula": "C26H28N2S2SiZn", "method": "wB97M-V/def2-TZVPD", "e_above_lowest_kj_mol": 0.0, "homo_ev": -6.773, "orbital_gap_ev": 6.37, "symbols": ["C", "C", "C", "H", "C", "C", "H", "H", "H", "H", "Zn", "C", "H", "H", "H", "Si", "C", "C", "H", "C", "H", "C", "H", "C", "H", "C", "H", "C", "C", "H", "C", "H", "C", "H", "C", "H", "C", "H", "H", "H", "C", "C", "N", "C", "C", "S", "C", "C", "S", "C", "N", "C", "H", "H", "H", "H", "H", "H", "H", "H"], "positions_angstrom": [[0.556, 2.666, 0.678], [-0.583, 2.800, -0.164], [-1.726, 2.419, 0.561], [-0.591, 3.127, -1.202], [-1.308, 1.931, 1.852], [0.134, 2.140, 1.920], [0.768, 1.953, 2.796], [1.571, 2.940, 0.400], [-2.774, 2.461, 0.246], [-1.957, 1.679, 2.700], [-0.635, -0.272, 1.883], [-0.260, -0.989, 0.311], [-0.894, -0.471, -0.449], [0.822, -0.819, 0.134], [-0.522, -2.079, 0.190], [0.198, -0.575, -3.085], [2.040, -0.438, -3.251], [2.787, 0.753, -3.126], [2.285, 1.706, -2.929], [4.197, 0.711, -3.214], [4.783, 1.645, -3.177], [4.847, -0.531, -3.327], [5.939, -0.566, -3.416], [4.121, -1.741, -3.314], [4.633, -2.714, -3.382], [2.723, -1.685, -3.187], [2.162, -2.615, -3.027], [-0.821, 0.914, -3.479], [-0.402, 1.929, -4.371], [0.603, 1.907, -4.816], [-1.298, 2.962, -4.706], [-0.992, 3.737, -5.424], [-2.574, 2.985, -4.122], [-3.267, 3.790, -4.371], [-2.996, 1.990, -3.219], [-3.984, 2.012, -2.757], [-2.122, 0.939, -2.920], [-2.446, 0.136, -2.254], [0.495, -0.362, -1.608], [0.027, -1.349, -4.389], [-0.916, 1.979, 5.091], [-0.327, 0.613, 5.063], [-0.370, -0.321, 4.120], [0.009, -1.608, 4.598], [0.530, -1.537, 5.878], [0.401, 0.049, 6.557], [-0.265, -2.793, 3.806], [0.073, -4.137, 4.025], [-0.608, -5.184, 2.823], [-1.266, -3.746, 2.010], [-1.022, -2.630, 2.641], [-1.953, -3.917, 0.698], [-0.783, 2.353, 6.118], [-0.399, 2.677, 4.414], [-1.998, 1.972, 4.877], [0.964, -2.377, 6.400], [0.757, -4.475, 4.791], [-1.200, -4.062, -0.099], [-2.575, -4.827, 0.724], [-2.595, -3.052, 0.482]]}

2.
{"formula": "C54H131N13O8", "method": "wB97M-V/def2-TZVPD", "e_above_lowest_kj_mol": 244.0, "homo_ev": -7.916, "orbital_gap_ev": 8.27, "symbols": ["C", "C", "N", "C", "C", "C", "C", "H", "H", "H", "H", "H", "H", "H", "H", "H", "H", "H", "H", "H", "H", "H", "C", "C", "N", "C", "C", "C", "C", "H", "H", "H", "H", "H", "H", "H", "H", "H", "H", "H", "H", "H", "H", "H", "C", "C", "N", "C", "C", "C", "C", "H", "H", "H", "H", "H", "H", "H", "H", "H", "H", "H", "H", "H", "H", "H", "C", "C", "N", "C", "C", "C", "C", "H", "H", "H", "H", "H", "H", "H", "H", "H", "H", "H", "H", "H", "H", "H", "C", "C", "N", "C", "C", "C", "C", "H", "H", "H", "H", "H", "H", "H", "H", "H", "H", "H", "H", "H", "H", "H", "C", "C", "O", "N", "C", "H", "H", "H", "H", "H", "H", "H", "C", "C", "O", "N", "C", "H", "H", "H", "H", "H", "H", "H", "C", "C", "O", "N", "C", "H", "H", "H", "H", "H", "H", "H", "C", "C", "O", "N", "C", "H", "H", "H", "H", "H", "H", "H", "C", "C", "O", "N", "C", "H", "H", "H", "H", "H", "H", "H", "C", "C", "O", "N", "C", "H", "H", "H", "H", "H", "H", "H", "C", "C", "O", "N", "C", "H", "H", "H", "H", "H", "H", "H", "C", "C", "O", "N", "C", "H", "H", "H", "H", "H", "H", "H"], "positions_angstrom": [[4.996, -1.411, 0.196], [4.842, -2.587, 1.169], [3.574, -2.663, 1.985], [3.348, -1.521, 2.820], [4.164, -1.376, 4.076], [3.491, -3.864, 2.770], [3.245, -5.140, 1.963], [4.163, -1.389, -0.508], [5.791, -1.430, -0.549], [4.987, -0.495, 0.787], [4.858, -3.392, 0.434], [5.711, -2.820, 1.784], [3.388, -0.729, 2.073], [2.331, -1.416, 3.199], [5.239, -1.333, 3.900], [3.871, -0.604, 4.788], [4.146, -2.304, 4.647], [2.778, -3.825, 3.593], [4.451, -3.920, 3.283], [3.979, -5.193, 1.158], [2.354, -5.012, 1.348], [3.245, -6.044, 2.572], [4.059, -5.510, -2.225], [2.861, -5.087, -3.068], [2.002, -6.231, -3.314], [0.649, -5.712, -3.497], [0.012, -5.015, -2.204], [2.534, -7.120, -4.414], [2.151, -6.646, -5.796], [3.871, -6.156, -1.368], [4.440, -4.560, -1.851], [4.883, -5.961, -2.778], [2.277, -4.289, -2.609], [3.303, -4.640, -3.958], [0.510, -5.024, -4.331], [0.002, -6.542, -3.781], [0.212, -3.944, -2.186], [-1.076, -4.941, -2.210], [0.357, -5.501, -1.292], [2.267, -8.171, -4.305], [3.620, -7.205, -4.380], [2.707, -7.279, -6.488], [2.485, -5.620, -5.948], [1.120, -6.745, -6.134], [4.751, 3.254, 2.299], [4.944, 3.128, 0.795], [3.825, 3.390, -0.102], [4.137, 2.871, -1.427], [5.348, 3.526, -2.123], [3.323, 4.746, 0.021], [2.053, 4.751, -0.859], [5.496, 2.738, 2.904], [3.831, 2.758, 2.607], [4.665, 4.279, 2.661], [5.887, 3.397, 0.319], [4.976, 2.039, 0.749], [4.256, 1.789, -1.486], [3.288, 2.998, -2.099], [6.192, 3.645, -1.444], [5.663, 2.931, -2.981], [5.219, 4.536, -2.513], [3.970, 5.495, -0.435], [2.865, 5.024, 0.970], [1.479, 3.833, -0.989], [2.359, 5.227, -1.791], [1.368, 5.526, -0.513], [-2.376, 5.144, -5.726], [-2.677, 3.832, -6.346], [-3.187, 2.792, -5.518], [-4.589, 3.121, -5.148], [-5.290, 1.746, -4.736], [-2.363, 2.284, -4.483], [-1.162, 1.509, -5.150], [-1.703, 5.744, -6.338], [-1.713, 5.087, -4.863], [-3.262, 5.677, -5.379], [-3.382, 3.957, -7.168], [-1.848, 3.442, -6.938], [-5.143, 3.492, -6.010], [-4.586, 3.908, -4.394], [-6.380, 1.711, -4.751], [-5.012, 1.318, -3.773], [-5.045, 0.959, -5.449], [-2.162, 2.990, -3.678], [-2.884, 1.546, -3.872], [-1.657, 0.764, -5.773], [-0.489, 2.240, -5.598], [-0.722, 0.812, -4.436], [4.049, -0.252, -7.752], [4.251, -0.037, -6.277], [3.171, -0.785, -5.487], [3.380, -0.580, -4.114], [2.333, -1.211, -3.141], [3.095, -2.238, -5.779], [4.553, -2.897, -5.689], [4.524, 0.641, -8.158], [3.030, -0.409, -8.107], [4.578, -1.133, -8.116], [5.260, -0.408, -6.102], [4.240, 1.043, -6.130], [4.337, -0.983, -3.783], [3.500, 0.488, -3.934], [2.638, -1.170, -2.096], [1.483, -0.539, -3.259], [2.005, -2.227, -3.363], [2.794, -2.368, -6.819], [2.362, -2.841, -5.244], [4.319, -3.956, -5.579], [5.232, -2.505, -4.931], [4.967, -2.909, -6.697], [-1.132, 0.563, 1.722], [-0.011, 0.789, 2.592], [-0.223, 0.892, 3.766], [1.136, 1.244, 2.057], [1.584, 0.980, 0.654], [-1.158, 1.413, 1.040], [-2.109, 0.584, 2.205], [-1.064, -0.278, 1.032], [1.772, 1.588, 2.762], [2.662, 0.845, 0.743], [1.482, 1.924, 0.119], [1.057, 0.171, 0.148], [-2.618, 3.864, -1.392], [-3.453, 4.393, -0.197], [-4.548, 3.875, 0.032], [-2.925, 5.443, 0.396], [-3.438, 6.314, 1.426], [-2.924, 2.848, -1.643], [-1.628, 3.939, -0.941], [-2.690, 4.550, -2.236], [-2.188, 5.932, -0.091], [-2.695, 6.664, 2.142], [-4.186, 5.848, 2.066], [-3.785, 7.247, 0.980], [-1.731, 3.163, 7.928], [-1.716, 2.151, 6.827], [-2.784, 1.854, 6.289], [-0.527, 1.739, 6.396], [0.807, 1.862, 7.130], [-1.269, 2.599, 8.738], [-2.734, 3.550, 8.107], [-1.062, 3.987, 7.680], [-0.484, 1.328, 5.474], [1.621, 1.620, 6.447], [0.789, 1.270, 8.045], [0.939, 2.919, 7.357], [-0.185, -3.298, 1.133], [-0.589, -3.096, 2.527], [-1.792, -3.099, 2.808], [0.437, -2.950, 3.427], [0.294, -2.808, 4.835], [0.899, -3.390, 1.191], [-0.522, -2.643, 0.329], [-0.635, -4.210, 0.741], [1.344, -2.879, 2.988], [0.636, -3.664, 5.417], [-0.762, -2.692, 5.077], [0.911, -2.094, 5.381], [-6.001, -0.247, 6.481], [-5.799, -0.165, 5.057], [-6.577, -0.542, 4.220], [-4.710, 0.552, 4.688], [-4.531, 1.114, 3.366], [-6.826, 0.364, 6.849], [-5.074, -0.186, 7.051], [-6.412, -1.236, 6.682], [-3.913, 0.638, 5.302], [-5.445, 1.346, 2.818], [-4.072, 0.298, 2.807], [-3.878, 1.986, 3.365], [-2.956, -2.573, -1.209], [-3.388, -1.126, -1.071], [-2.538, -0.214, -1.278], [-4.615, -0.902, -0.687], [-5.056, 0.532, -0.529], [-1.968, -2.476, -1.659], [-3.611, -3.141, -1.870], [-2.726, -3.075, -0.269], [-5.335, -1.588, -0.513], [-4.270, 1.278, -0.643], [-5.562, 0.615, 0.433], [-5.790, 0.721, -1.312], [-0.241, 4.365, 1.903], [-0.393, 5.144, 3.197], [0.550, 5.791, 3.589], [-1.449, 4.997, 3.951], [-1.779, 5.738, 5.194], [0.728, 3.876, 1.803], [-0.162, 5.094, 1.097], [-1.115, 3.733, 1.743], [-1.931, 4.145, 3.700], [-0.956, 6.282, 5.659], [-2.098, 4.977, 5.905], [-2.584, 6.457, 5.044], [-5.142, -2.913, 2.025], [-6.276, -3.362, 2.945], [-7.366, -2.731, 2.824], [-6.066, -4.466, 3.653], [-6.942, -5.095, 4.627], [-4.452, -3.695, 1.707], [-4.429, -2.355, 2.631], [-5.546, -2.419, 1.141], [-5.140, -4.871, 3.656], [-7.310, -5.915, 4.011], [-7.794, -4.478, 4.915], [-6.417, -5.442, 5.517]]}

3.
{"formula": "CH4ClN2O", "method": "wB97M-V/def2-TZVPD", "e_above_lowest_kj_mol": 98.0, "homo_ev": -15.684, "orbital_gap_ev": 11.12, "total_charge": 1, "smiles": "[NH2+]=C(Cl)NO", "symbols": ["C", "N", "N", "O", "Cl", "H", "H", "H", "H"], "positions_angstrom": [[-0.264, 0.845, -0.570], [0.747, 0.011, -0.838], [-1.009, 0.944, 0.573], [1.096, -1.083, 0.075], [-0.571, 2.043, -1.831], [1.444, 0.132, -1.678], [-1.258, 0.107, 1.182], [-1.676, 1.748, 0.638], [1.708, -1.612, -0.323]]}

4.
{"formula": "C3H10NS2", "method": "wB97M-V/def2-TZVPD", "e_above_lowest_kj_mol": 73.9, "homo_ev": [-8.906, -13.085], "orbital_gap_ev": [4.27, 6.50], "total_charge": 1, "multiplicity": 3, "symbols": ["C", "C", "C", "N", "S", "S", "H", "H", "H", "H", "H", "H", "H", "H", "H", "H"], "positions_angstrom": [[2.100, -0.196, -1.100], [1.035, 0.508, 0.969], [1.321, -0.645, 0.176], [-0.113, 0.895, 1.253], [-2.600, 0.145, -1.115], [-3.970, -0.178, 0.386], [1.220, 0.571, -1.387], [3.010, 0.479, -0.858], [2.175, -0.822, -1.924], [1.838, 1.153, 1.325], [0.415, -1.187, -0.119], [1.847, -1.358, 0.760], [-3.557, -1.375, 1.067], [-1.006, 0.585, 0.782], [-0.341, 1.689, 1.917], [-3.374, -0.264, -2.134]]}